Entry one
Below is a 2-piece molecular cluster, C4H15N2O overall, with properties calculated with ωB97M-V/def2-TZVPD.

Each line ends with the natural charge from an NBO analysis.
Positions of all 22 atoms, in Å:
C 0.38 1.20 -1.04  -0.257
N -0.85 0.53 -1.55  -0.692
C -2.19 1.14 -1.52  -0.422
C 0.61 0.64 0.39  -0.240
N 0.67 -0.84 0.18  -0.544
C 2.02 -1.31 0.40  -0.468
H 1.28 1.02 -1.80  0.222
H 0.20 2.28 -1.06  0.233
H -0.77 0.05 -2.44  0.381
H -2.50 2.11 -2.02  0.208
H -2.84 0.31 -1.92  0.218
H -2.41 1.20 -0.45  0.189
H 1.45 1.05 0.96  0.242
H -0.28 0.81 1.01  0.244
H 0.26 -1.12 -0.77  0.472
H 0.12 -1.37 1.08  0.474
H 2.82 -0.95 -0.21  0.240
H 2.44 -0.98 1.39  0.238
H 2.19 -2.38 0.34  0.240
H -0.68 -1.79 2.64  0.466
H -1.31 -0.76 3.55  0.515
O -0.62 -0.84 2.82  -0.961

Summary:
E_HOMO = -12.904 eV
Charge = +1
Orbital gap = 9.6 eV
E_LUMO = -3.3 eV

---

Entry two
Below is a 2-piece molecular cluster, C4H15N2O overall, with properties calculated with ωB97M-V/def2-TZVPD.

Each line ends with the natural charge from an NBO analysis.
Positions of all 22 atoms, in Å:
N -1.50 0.63 0.27  -0.919
C -0.81 -0.38 1.12  -0.267
C 0.54 -0.79 0.53  -0.171
N 1.31 0.17 -0.64  -0.374
C 1.95 -0.97 -1.46  -0.411
C 2.25 1.10 0.06  -0.451
H -1.66 1.56 0.63  0.392
H -2.34 0.23 -0.25  0.430
H 0.60 0.75 -1.04  0.449
H -1.40 -1.42 1.25  0.229
H -0.63 0.06 2.14  0.218
H 0.60 -1.87 0.32  0.231
H 1.34 -0.63 1.13  0.185
H 1.13 -1.50 -2.13  0.271
H 2.60 -1.26 -0.71  0.222
H 2.56 -0.53 -2.21  0.221
H 3.17 0.51 0.38  0.226
H 1.83 1.43 1.07  0.256
H 2.55 1.77 -0.80  0.252
H -5.27 0.17 -0.34  0.486
H -4.42 0.66 0.77  0.471
O -4.39 0.34 -0.08  -0.947

Summary:
E_HOMO = -13.131 eV
Charge = +1
Orbital gap = 10.4 eV
E_LUMO = -2.8 eV

---

Q: Which of them is the most stable? A: entry one.

---

Entry one
Below is a 2-piece molecular cluster, C4H15N2O overall, with properties calculated with ωB97M-V/def2-TZVPD.

Each line ends with the natural charge from an NBO analysis.
Positions of all 22 atoms, in Å:
C -0.34 0.14 -0.34  -0.194
N -1.16 -1.06 -0.42  -0.890
C 1.21 -0.38 -0.02  -0.082
N 1.28 -1.71 0.63  -0.680
C 1.85 1.85 -0.57  -0.602
C 1.88 0.86 0.62  -0.445
H -0.49 0.82 0.42  0.190
H -0.14 0.61 -1.33  0.216
H -1.69 -1.00 0.48  0.379
H -1.87 -1.00 -1.26  0.418
H 1.60 -0.39 -1.13  0.232
H 0.95 -1.60 1.62  0.435
H 0.59 -2.35 0.32  0.461
H 2.23 -2.05 0.57  0.448
H 1.48 2.75 -0.29  0.225
H 1.25 1.60 -1.44  0.206
H 2.85 1.94 -1.05  0.232
H 2.82 0.77 1.12  0.230
H 1.35 1.36 1.36  0.217
H -4.61 0.43 -0.43  0.476
H -4.23 -0.19 0.77  0.468
O -3.81 0.36 0.08  -0.941

Summary:
E_HOMO = -13.565 eV
Charge = +1
Orbital gap = 10.3 eV
E_LUMO = -3.3 eV

---

Entry two
Below is a 3-piece molecular cluster, C4H15N2O overall, with properties calculated with ωB97M-V/def2-TZVPD.

Each line ends with the natural charge from an NBO analysis.
Positions of all 22 atoms, in Å:
C -2.16 -0.17 -0.85  -0.257
C -2.55 0.17 0.62  -0.414
C -1.74 -0.50 1.71  -0.629
C 3.61 -0.42 0.21  -0.459
N 2.98 -0.47 -1.07  -0.556
N -1.53 0.95 -1.53  -0.419
H -1.38 -0.97 -0.88  0.281
H -3.05 -0.41 -1.48  0.259
H -3.61 -0.17 0.68  0.244
H -2.52 1.25 0.64  0.219
H -0.67 -0.34 1.50  0.222
H -1.98 -0.04 2.69  0.236
H 3.85 0.56 0.67  0.240
H 2.92 -0.86 0.97  0.230
H 4.54 -1.03 0.25  0.238
H -1.99 -1.55 1.87  0.226
H 2.05 -0.04 -1.10  0.411
H -1.29 0.75 -2.50  0.395
H -0.68 1.25 -1.01  0.402
H 0.91 1.48 0.49  0.471
H 3.64 -0.18 -1.78  0.387
O 0.65 0.75 -0.10  -0.726

Summary:
E_HOMO = -13.267 eV
Charge = +1
Orbital gap = 3.7 eV
E_LUMO = -9.5 eV

---

Q: Which of them is the most stable? A: entry one.

---

Entry one
Below is an isolated ion of composition C3H4NS and charge +1, with properties calculated with ωB97M-V/def2-TZVPD.

Each line ends with the natural charge from an NBO analysis.
Positions of all 9 atoms, in Å:
C -1.01 -1.08 -0.79  0.347
C -2.17 -0.66 -0.63  -0.413
C -1.06 1.12 0.65  -0.410
N 0.29 -1.07 -0.74  -0.778
S -2.59 0.63 0.41  0.868
H -0.85 2.14 1.07  0.261
H -0.15 0.86 0.18  0.231
H 0.86 -1.99 -0.46  0.471
H 0.69 -0.41 -1.34  0.424

Summary:
E_HOMO (alpha / beta) = -14.417 / -14.416 eV
Charge = +1
Orbital gap (alpha / beta) = 7.7 / 7.7 eV
E_LUMO (alpha / beta) = -6.7 / -6.7 eV

---

Entry two
Below is an isolated ion of composition C3H4NS and charge +1, with properties calculated with ωB97M-V/def2-TZVPD.

Each line ends with the natural charge from an NBO analysis.
Positions of all 9 atoms, in Å:
C 0.26 -1.02 -0.12  0.345
C -0.95 -1.19 -0.15  -0.436
C -1.17 1.39 -0.03  -0.383
N 1.51 -0.98 -0.05  -0.744
S -2.09 0.06 -0.05  0.857
H -1.55 2.32 0.42  0.269
H -0.15 1.26 -0.04  0.215
H 1.95 -1.02 0.82  0.429
H 2.19 -0.82 -0.80  0.448

Summary:
E_HOMO = -14.499 eV
Charge = +1
Orbital gap = 7.7 eV
E_LUMO = -6.8 eV

---

Entry three
Below is C3H4NS as an isolated structure, with properties calculated with ωB97M-V/def2-TZVPD.

Each line ends with the natural charge from an NBO analysis.
Positions of all 9 atoms, in Å:
C -1.09 0.60 -0.21  0.211
C -1.33 0.28 -1.38  -0.215
C 0.67 -0.88 -0.16  -0.266
N -0.18 0.78 0.74  -0.715
S 0.08 -0.77 -1.84  0.592
H 1.79 -1.05 -0.15  0.265
H 0.08 -1.17 0.68  0.227
H 0.40 1.64 0.60  0.456
H -0.42 0.56 1.70  0.444

Summary:
E_HOMO (alpha / beta) = -14.974 / -14.974 eV
Charge = +1
Orbital gap (alpha / beta) = 8.1 / 8.1 eV
E_LUMO (alpha / beta) = -6.9 / -6.9 eV

---

Q: Which of them is the most stable? A: entry two.

---

Entry one
Below is a 2-piece molecular cluster, C5H15NS overall, with properties calculated with ωB97M-V/def2-TZVPD.

Each line ends with the natural charge from an NBO analysis.
Positions of all 22 atoms, in Å:
C -2.17 -0.83 -2.61  -0.601
C -2.02 -1.22 -1.15  -0.401
C -1.12 -0.19 -0.43  -0.209
N -0.90 -0.50 0.98  -0.846
H -1.25 -0.87 -3.16  0.200
H -2.62 0.16 -2.64  0.202
H -2.87 -1.52 -3.10  0.205
H -3.00 -1.15 -0.70  0.204
H -1.60 -2.18 -1.05  0.190
H -1.60 0.78 -0.42  0.183
H -0.18 0.04 -0.98  0.150
H -0.48 0.30 1.39  0.366
H -0.34 -1.35 1.09  0.343
C 1.98 1.65 2.60  -0.748
S 1.54 1.71 0.84  0.175
C 2.45 0.26 0.24  -0.745
H 2.98 2.03 2.62  0.214
H 1.95 0.66 3.08  0.218
H 1.37 2.34 3.15  0.233
H 2.27 0.11 -0.84  0.235
H 3.52 0.42 0.34  0.217
H 2.10 -0.64 0.76  0.213

Summary:
E_HOMO = -8.524 eV
Orbital gap = 9.4 eV
SMILES string = CCCN.CSC
E_LUMO = 0.9 eV

---

Entry two
Below is C5H15NS as an isolated structure, with properties calculated with ωB97M-V/def2-TZVPD.

Each line ends with the natural charge from an NBO analysis.
Positions of all 22 atoms, in Å:
C 1.60 -2.04 -1.44  -0.590
C 1.51 -0.60 -1.80  -0.246
N 0.13 -0.07 -1.72  -0.588
C 0.08 1.40 -1.69  -0.413
H 1.10 -2.66 -2.19  0.217
H 2.63 -2.40 -1.34  0.234
H 1.04 -2.21 -0.48  0.200
H 2.25 0.06 -1.22  0.212
H 1.80 -0.48 -2.86  0.183
H 0.20 -1.04 -0.04  0.293
H -0.49 -0.37 -2.43  0.371
H 0.52 1.72 -0.79  0.208
H -0.99 1.72 -1.77  0.211
H 0.67 1.74 -2.56  0.176
C -1.39 1.41 2.98  -0.595
C -1.69 -0.06 2.60  -0.530
S -0.71 -0.79 1.45  -0.357
H -1.70 2.07 2.18  0.194
H -0.38 1.57 3.21  0.203
H -1.94 1.66 3.88  0.197
H -2.74 -0.06 2.48  0.199
H -1.49 -0.59 3.53  0.222

Summary:
E_HOMO = -7.464 eV
Orbital gap = 7.6 eV
E_LUMO = 0.1 eV

---

Q: Which of them is the most stable? A: entry one.

---

Entry one
Below is a 2-piece molecular cluster, C6H11N3 overall, with properties calculated with ωB97M-V/def2-TZVPD.

Each line ends with the natural charge from an NBO analysis.
Positions of all 20 atoms, in Å:
C -3.49 1.92 0.05  -0.083
C -2.37 1.45 0.05  -0.171
C -0.90 -0.43 0.08  0.739
C 0.95 1.21 -0.04  0.634
C 2.42 1.27 0.23  -0.665
C -0.80 -2.89 -0.04  -0.439
N 0.16 2.21 -0.38  -0.631
N -1.44 -1.57 0.06  -0.522
N 0.39 -0.08 0.03  -0.638
H -4.05 2.82 0.26  0.300
H 2.69 2.06 -0.51  0.286
H 2.49 1.58 1.28  0.306
H 2.82 0.25 0.05  0.260
H 0.03 -2.83 -0.87  0.246
H -1.66 -3.53 -0.33  0.274
H -0.29 -3.08 0.90  0.257
H 0.53 3.04 -0.70  0.451
H -0.85 1.93 -0.54  0.433
H -2.46 -1.86 0.20  0.509
H 1.03 -0.81 0.20  0.454

Summary:
E_HOMO (alpha / beta) = -18.908 / -18.911 eV
Charge = +2
Orbital gap (alpha / beta) = 8.0 / 8.0 eV
E_LUMO (alpha / beta) = -10.9 / -10.9 eV

---

Entry two
Below is an isolated ion of composition C6H11N3 and charge +2, with properties calculated with ωB97M-V/def2-TZVPD.

Each line ends with the natural charge from an NBO analysis.
Positions of all 20 atoms, in Å:
C -1.63 1.53 -0.99  -0.456
N -0.77 0.74 -0.12  -0.190
C 0.36 0.44 -0.70  0.356
N 1.32 -0.38 -0.04  -0.333
C 2.59 -0.53 -0.76  -0.435
C 1.11 -0.79 1.15  0.491
N -0.38 -0.60 1.94  -0.305
C -1.42 -1.22 1.15  -0.204
C -1.27 0.37 1.25  0.051
H -1.26 2.22 -1.64  0.269
H -2.27 0.86 -1.61  0.272
H -2.39 1.99 -0.43  0.265
H 0.60 0.59 -1.79  0.295
H 2.43 -0.68 -1.76  0.248
H 3.36 -1.35 -0.38  0.300
H 3.11 0.35 -0.58  0.257
H 1.86 -1.43 1.67  0.287
H -2.22 -1.65 1.79  0.295
H -1.28 -1.59 0.09  0.234
H -1.84 1.14 1.76  0.304

Summary:
E_HOMO = -19.360 eV
Charge = +2
Orbital gap = 8.5 eV
SMILES string = CN1C=[N+](C)C=[N+]2C[C@H]12
E_LUMO = -10.9 eV

---

Q: Which of them is the most stable? A: entry two.

---

Entry one
Below is a 2-piece molecular cluster, H2NO3S2 overall, with properties calculated with ωB97M-V/def2-TZVPD.

Each line ends with the natural charge from an NBO analysis.
Positions of all 8 atoms, in Å:
N 1.56 -0.27 1.15  -0.808
O -2.08 -1.18 0.23  -0.981
O -1.96 1.28 0.41  -0.972
O -0.71 0.11 -1.39  -1.007
S 2.08 0.71 -0.07  0.226
S -1.32 0.05 -0.04  2.058
H 1.24 -1.16 0.76  0.333
H 1.19 0.46 -1.05  0.152

Summary:
E_HOMO (alpha / beta) = -3.533 / -4.926 eV
Charge = -1
Orbital gap (alpha / beta) = 6.6 / 8.3 eV
E_LUMO (alpha / beta) = 3.0 / 3.4 eV

---

Entry two
Below is a 2-piece molecular cluster, H2NO3S2 overall, with properties calculated with ωB97M-V/def2-TZVPD.

Each line ends with the natural charge from an NBO analysis.
Positions of all 8 atoms, in Å:
N 2.26 0.86 0.11  -0.916
O -1.16 -0.05 -0.80  -1.036
O -3.28 -1.23 -1.22  -1.007
O -2.68 -0.50 1.03  -1.010
S 3.34 -0.37 0.18  0.106
S -2.23 -0.84 -0.27  2.056
H 2.49 1.41 0.98  0.376
H 1.25 0.71 -0.02  0.431

Summary:
E_HOMO (alpha / beta) = -5.310 / -2.868 eV
Charge = -1
Orbital gap (alpha / beta) = 8.5 / 4.6 eV
E_LUMO (alpha / beta) = 3.2 / 1.8 eV

---

Q: Which of them is the most stable? A: entry two.